Entry 1:
DFT (ωB97M-V/def2-TZVPD) results for a cluster of 2 separate species, C8H10F2IN2O in total.

Output
Orbital gap (spin up / spin down)   8.156 / 7.727 eV
LUMO level (spin up / spin down)   -4.28 / -4.58 eV
Molecular weight   315.08 g/mol

```
! wB97M-V def2-TZVPD RIJCOSX def2/J DEFGRID3
* xyz 1 1
C -1.86 2.32 0.43
C -2.41 1.09 -1.56
C -2.61 2.21 -0.73
C -1.16 1.18 0.90
C -1.06 0.21 -0.04
C 2.17 0.26 -1.11
C 1.53 -1.93 -0.40
C 0.40 -1.91 0.61
N -1.56 0.24 -1.19
N 0.89 -1.32 1.93
O 2.33 -0.79 -0.15
F -3.29 3.25 -1.12
F -0.66 1.23 2.13
I -0.88 -3.50 0.96
H -1.90 3.20 1.17
H -2.77 1.08 -2.55
H 3.02 0.21 -1.85
H 2.40 1.15 -0.66
H 1.23 0.15 -1.58
H 2.22 -2.84 -0.19
H 1.02 -1.90 -1.38
H 1.79 -1.86 2.18
H 1.05 -0.33 1.58
H 0.09 -1.39 2.62
*
```

Electronic structure analysis, Löwdin charges in units of e: atom 1 (C): 0.12, atom 2 (C): -0.04, atom 3 (C): -0.24, atom 4 (C): -0.26, atom 5 (C): -0.03, atom 6 (C): -0.04, atom 7 (C): -0.28, atom 8 (C): -0.77, atom 9 (N): 0.11, atom 10 (N): 0.10, atom 11 (O): -0.21, atom 12 (F): 0.13, atom 13 (F): 0.09, atom 14 (I): 0.99, atom 15 (H): 0.18, atom 16 (H): 0.13, atom 17 (H): 0.12, atom 18 (H): 0.06, atom 19 (H): 0.06, atom 20 (H): 0.17, atom 21 (H): 0.13, atom 22 (H): 0.20, atom 23 (H): 0.14, atom 24 (H): 0.15



Entry 2:
DFT (ωB97M-V/def2-TZVPD) results for a cluster of 2 separate species, C8H10FNO2 in total.

Output
Orbital gap   8.155 eV
LUMO level   0.07 eV
Molecular weight   171.17 g/mol

```
! wB97M-V def2-TZVPD RIJCOSX def2/J DEFGRID3
* xyz 0 1
C 1.18 -0.48 2.87
C 1.65 -0.76 1.46
C 0.70 -0.11 0.51
C -0.05 1.04 0.78
C -1.23 1.39 0.09
C -1.44 0.91 -1.25
C -0.63 -0.22 -1.49
C 0.42 -0.74 -0.61
H 1.93 1.32 3.84
H -0.14 1.64 3.89
H 1.95 -1.08 3.50
H 0.23 -1.16 2.92
H 1.72 -1.84 1.21
H 2.79 -0.41 1.42
H 0.09 1.36 1.78
H -1.66 2.44 0.34
H -1.95 0.66 -3.13
H -0.24 -1.85 -2.64
N 1.04 1.01 3.21
O -2.24 1.29 -2.29
O -0.86 -0.98 -2.70
F 1.02 -1.87 -1.09
*
```

Electronic structure analysis, Löwdin charges in units of e: atom 1 (C): -0.32, atom 2 (C): -0.18, atom 3 (C): -0.23, atom 4 (C): -0.05, atom 5 (C): 0.01, atom 6 (C): -0.26, atom 7 (C): -0.13, atom 8 (C): -0.17, atom 9 (H): 0.10, atom 10 (H): 0.27, atom 11 (H): 0.12, atom 12 (H): 0.14, atom 13 (H): 0.12, atom 14 (H): 0.16, atom 15 (H): 0.02, atom 16 (H): 0.14, atom 17 (H): 0.19, atom 18 (H): 0.17, atom 19 (N): -0.13, atom 20 (O): 0.02, atom 21 (O): -0.04, atom 22 (F): 0.05



Values of F_max, in order: 4.2 6.0, all in eV Å⁻¹.
Values of energy relative to the best compared isomer or geometry (same formula, charge and spin), in order: 2.816 5.601, all in eV.